Below is a cluster of 9 separate species, C29H48Br16F10IN2S2 in total at a distorted geometry, with properties calculated with the ωB97M-V functional and the def2-TZVPD basis.

Its net charge is +1. As for the calculated total energy: -44519.76149 Eh. The max |F| comes out at 0.0970 hartree/bohr. As for the LUMO energy: -5.10 eV.

The geometry in XYZ format:
```
108
Properties=species:S:1:pos:R:3:forces:R:3
I -3.736475 0.547815 0.797308 1.000 1.276 -1.002
Br 4.275076 -4.572176 5.220802 -0.120 0.033 -0.001
Br -6.788382 -5.404866 3.637218 0.057 0.027 -0.172
Br -3.858520 -5.034244 -4.004027 0.108 0.017 0.113
Br 8.117341 -3.429300 -4.545972 -0.021 0.115 0.085
Br -7.421761 -5.012376 -3.594852 0.038 0.058 0.077
Br 6.157783 2.807154 2.557440 -0.039 0.117 -0.051
Br -2.844737 -6.217685 -0.663961 -0.090 -0.015 -0.037
Br -2.895267 5.647680 4.872860 0.013 -0.008 -0.092
Br -6.971861 -3.133107 -0.438529 -0.206 -0.106 -0.046
Br 8.092331 5.641682 1.199564 0.030 -0.118 -0.017
Br 5.447078 -0.885532 -4.448201 -0.040 -0.058 -0.012
Br -5.950052 4.286937 3.356933 -0.026 -0.095 0.050
Br 2.949795 -1.662279 7.061584 0.098 -0.005 -0.066
Br 7.274640 6.741147 -4.334469 -0.018 -0.076 0.141
Br -4.512473 -2.768055 2.429833 -0.021 0.060 0.076
Br 5.030129 4.067857 -3.142337 -0.009 -0.006 -0.034
S -1.484069 2.743786 -4.644237 0.452 0.303 1.574
S 3.348702 0.399729 -0.084973 3.150 -0.016 -3.129
F -2.175009 -0.713074 -2.206100 -1.196 1.787 -0.402
F 2.621006 -1.764175 1.276256 -1.216 2.853 -1.160
F 4.002607 -1.060650 -0.649905 -1.006 2.361 0.659
F 4.399964 0.285906 1.191668 -2.265 0.538 -1.653
F 0.685973 -0.990243 2.724440 1.301 1.832 -1.562
F 1.118332 -1.062780 -0.255004 1.663 1.320 2.847
F 4.546729 1.204070 -0.923309 -2.099 -1.242 1.330
F 2.407073 0.428562 -1.494989 1.677 0.733 2.138
F 2.748857 1.877562 0.371791 0.701 -2.315 -0.335
F 2.145371 0.719894 2.919125 -1.562 -1.248 -2.601
N -1.486764 4.305185 -0.806630 -2.028 -3.251 1.603
N -1.377485 4.000345 -2.090940 -0.654 -2.334 -2.368
C 1.256167 0.113346 1.977986 -1.751 -0.531 2.091
C 0.010923 1.019336 1.571633 0.099 0.344 -0.783
C -2.084743 -5.468567 -3.322510 -0.076 -0.001 -0.333
C 3.642769 -1.777758 5.243283 -0.257 0.221 0.065
C -2.717304 1.968607 -0.471439 1.866 2.361 -3.977
C -7.645935 -4.938825 -0.734850 0.104 -0.029 0.207
C -6.883648 -5.642107 -1.830567 -0.143 -0.140 -0.151
C -2.967924 0.377312 -2.758579 0.084 -0.001 -0.383
C -4.715271 -1.515949 -2.665796 -0.024 0.170 0.327
C 5.598595 -2.572146 -3.482674 -0.137 0.195 0.187
C 3.221578 -3.064068 4.577256 0.227 -0.141 -0.178
C 7.945480 3.808700 0.553584 0.017 0.288 -0.130
C -2.321200 3.749531 1.561848 -0.584 -0.138 -0.446
C -1.337251 2.992167 2.583225 0.428 1.124 0.665
C -4.111727 -4.408409 3.404024 0.318 -0.042 -0.085
C 6.539043 3.285117 0.706143 -0.016 -0.312 0.058
C -4.551012 0.095366 -2.710182 0.489 -1.179 -0.955
C 7.020630 -2.829984 -3.050347 0.129 -0.328 -0.073
C 7.695261 5.094089 -3.382459 0.144 0.185 -0.235
C -2.137246 3.374081 0.021373 -0.355 -1.114 -0.548
C 6.838000 3.949458 -3.863811 0.044 -0.215 0.204
C 2.000889 -0.585040 0.746449 -0.570 -3.726 1.004
C -1.782545 2.836724 -2.814721 -0.523 -0.793 3.140
C 0.088593 2.563645 1.980592 -0.425 -0.064 -0.108
C -2.505211 1.696673 -2.007393 0.892 2.592 1.606
C -4.375596 6.573305 4.010672 0.186 0.241 0.235
C -4.977999 -5.548485 2.929668 -0.191 -0.157 0.212
C -2.128103 -6.675533 -2.418956 0.217 -0.009 0.152
C -5.693930 5.936608 4.358102 -0.230 0.024 -0.184
H -4.979148 0.411596 -3.732166 0.673 -0.021 1.724
H -2.740998 -7.486452 -2.811581 0.051 0.183 0.006
H 7.059274 -3.645644 -2.325810 -0.081 0.107 -0.073
H -6.521889 6.583372 4.063181 0.123 -0.046 0.008
H -1.906753 2.134737 3.097570 1.085 1.109 -0.990
H 2.174005 -3.313293 4.744269 0.149 0.123 0.043
H -3.961253 -2.050767 -3.349903 -1.015 1.010 1.127
H 3.215656 -0.918478 4.722368 0.034 -0.145 0.005
H -1.109296 3.747064 3.442059 -0.633 -1.258 -1.603
H -2.228271 4.880838 1.673155 0.018 -1.555 -0.298
H -5.748909 -1.858587 -3.034185 1.477 0.710 0.871
H -4.230796 -4.186360 4.464095 -0.079 -0.067 -0.169
H -1.120240 -7.047241 -2.226844 -0.101 0.073 -0.036
H -4.330284 7.595931 4.389790 -0.058 -0.126 -0.030
H 8.686328 3.220451 1.093729 -0.171 0.027 -0.040
H 4.948089 -2.461356 -2.613447 0.114 -0.010 -0.060
H 6.411749 2.359760 0.142174 0.076 0.130 0.037
H -4.525819 -1.825094 -1.572240 -0.394 0.095 -1.881
H -5.064001 -5.602633 1.844622 0.082 0.099 0.120
H 0.871774 2.836959 2.756790 -0.880 -0.833 -1.025
H -7.505397 -5.453274 0.217878 -0.005 0.026 -0.097
H -5.080779 0.626714 -1.854961 0.678 -0.782 -1.218
H 6.745401 3.904829 -4.948130 0.038 0.098 0.153
H 3.413902 -3.020407 3.503885 -0.015 0.066 0.123
H -8.712223 -4.848209 -0.940055 0.177 -0.029 -0.037
H -5.804168 -5.506699 -1.762395 -0.132 0.045 0.037
H -4.167517 6.578494 2.941372 -0.128 -0.034 0.128
H 0.378257 3.145546 1.025564 -0.635 -0.653 1.616
H 7.227277 2.997326 -3.497488 -0.023 0.114 -0.035
H -5.792378 5.688670 5.414570 0.115 0.038 -0.153
H -1.704585 -4.573859 -2.830303 -0.045 -0.175 0.033
H 7.509504 -1.952561 -2.628793 -0.154 -0.065 -0.080
H -0.957748 0.547464 1.980928 1.919 0.509 -0.352
H -0.917463 4.724266 -2.681909 -0.438 -0.563 0.807
H 5.198070 -3.348494 -4.134012 0.169 0.088 0.069
H -2.688182 0.397026 -3.876996 -0.141 0.203 1.936
H -0.119458 0.985207 0.423195 0.379 -0.181 1.744
H 4.723665 -1.657943 5.306383 -0.137 -0.121 -0.034
H -3.402687 3.463333 1.871984 1.708 0.598 -0.711
H 7.579097 5.302859 -2.318694 -0.057 -0.052 -0.138
H -3.060222 -4.613899 3.196100 -0.127 -0.009 -0.009
H -7.112678 -6.709580 -1.830115 -0.012 0.133 0.061
H 8.747614 4.901341 -3.598318 -0.130 -0.058 0.007
H 8.224441 3.856871 -0.501000 -0.076 -0.077 0.103
H -1.482105 -5.673930 -4.209335 -0.037 -0.054 0.147
H -4.600106 -6.500074 3.308228 0.043 0.159 -0.025
H -0.102750 2.961512 -4.743617 -1.216 -0.150 0.640
H 5.776781 4.000701 0.398463 0.185 -0.038 0.014
```
Forces are in eV/Å.


Below is a structure of composition C29H48F5GaN7P2S2SbSe4 at a distorted geometry, with properties calculated with the ωB97M-V functional and the def2-TZVPD basis.

Its net charge is -2. As for the calculated total energy: -15266.53062 Eh. The max |F| comes out at 0.0198 hartree/bohr. As for the LUMO energy: 3.69 eV.

The geometry in XYZ format:
```
99
Properties=species:S:1:pos:R:3:forces:R:3
Sb 5.096412 -1.140418 -0.548167 -0.079 -0.203 -0.410
Se 3.903670 0.992968 0.307785 0.989 -0.239 0.066
Se 2.836883 -1.822201 -1.721353 0.515 -0.167 -0.375
Se 5.724386 -2.826337 1.076519 -0.187 0.130 -0.079
Se 6.704998 -0.746621 -2.311783 -0.113 0.107 0.165
Ga 1.976386 -0.123430 -0.372736 -0.709 -0.117 0.423
S 2.585531 3.591303 1.441473 -0.442 -0.031 0.220
S 2.554238 -0.990957 2.691232 0.081 -0.053 0.360
P -0.773500 -1.659697 0.274122 -0.583 -0.168 0.360
P 0.775436 2.118980 -1.119179 -0.339 0.187 -0.793
F 2.738917 8.550815 0.275334 -0.026 0.084 -0.004
F 1.477132 6.359740 1.154650 -0.035 0.072 -0.081
F 5.378561 8.454751 -0.407338 0.020 0.075 -0.063
F 5.473715 3.875439 0.607159 0.205 -0.134 0.012
F 6.718338 6.105338 -0.241993 0.124 -0.055 -0.027
N -1.543329 -2.108284 -1.174963 0.234 0.180 0.064
N -1.218026 2.188155 -3.124541 -0.075 -0.041 -0.111
N -2.154599 -1.240208 1.196609 0.463 0.107 -0.174
N -1.452416 3.788596 -1.295079 -0.048 0.089 0.073
N -0.319648 -3.071352 1.099513 -0.005 0.222 -0.132
N 0.234864 -0.520108 0.165479 0.041 -0.318 -0.233
N 0.269809 4.124182 -3.001241 -0.042 0.092 -0.096
C -0.597623 3.099542 -0.328133 0.098 -0.143 0.204
C 0.941813 -3.685290 0.661833 0.216 0.085 0.179
C 5.419362 6.136244 0.090901 -0.105 0.160 0.040
C -1.192192 -5.377158 0.940789 0.084 0.031 0.140
C -0.675496 4.745878 -2.078767 -0.026 -0.055 -0.038
C -2.776662 -2.879001 -1.250795 -0.129 0.048 0.092
C -2.119470 2.863108 -2.199664 0.021 0.039 -0.057
C -3.346579 -2.780676 -2.663690 0.075 -0.136 0.020
C 1.360910 3.447815 -2.291346 0.149 0.005 0.204
C 1.250731 -4.953034 1.447655 -0.178 0.003 -0.041
C 3.409400 4.995262 0.902499 0.140 0.405 -0.168
C -1.807002 -0.926862 2.585599 -0.224 -0.126 0.258
C -3.086451 -0.819282 3.410462 0.060 0.167 -0.098
C -0.466942 3.202864 -3.855184 -0.028 0.016 -0.005
C 0.160854 -6.024120 1.265867 0.007 0.027 -0.016
C -4.247937 0.008260 1.351712 0.182 0.074 0.106
C 2.553276 0.553801 3.624420 -0.049 -0.235 -0.063
C 3.406771 7.383347 0.353972 -0.012 0.025 0.049
C 4.739988 7.340641 -0.000121 0.027 -0.104 0.034
C -2.413310 -3.496741 -3.658816 0.032 -0.016 0.074
C -0.956938 -3.422272 -3.168123 -0.127 0.120 -0.015
C -3.994524 0.269101 2.837431 -0.112 -0.189 -0.050
C -0.312640 1.295957 -2.395378 0.019 -0.036 -0.031
C -1.302176 -4.015300 1.622909 -0.095 -0.064 -0.141
C 4.771629 5.000599 0.531400 -0.480 0.149 0.048
C 2.770386 6.243606 0.801791 0.189 -0.259 -0.039
C -0.763933 -2.114801 -2.413534 0.178 0.065 -0.096
C -2.911700 -0.130791 0.626980 -0.327 0.029 -0.023
C 1.776505 -2.021736 3.961708 0.161 0.233 -0.275
H -1.141679 -4.152245 2.704560 -0.059 0.008 -0.018
H 1.340276 -4.704763 2.506660 0.045 0.000 -0.012
H 2.027939 2.988531 -3.027346 0.024 0.022 0.082
H 2.223411 -5.323096 1.123806 0.031 0.030 0.053
H -3.484501 -2.489645 -0.516060 0.002 -0.074 -0.008
H -0.730739 -4.260334 -2.502604 0.047 0.008 -0.008
H 0.892920 -1.515519 4.353640 -0.037 -0.094 0.088
H 1.484059 -2.953378 3.485967 -0.057 -0.029 0.048
H -4.346938 -3.219115 -2.689330 -0.012 0.033 -0.002
H -2.651125 2.112117 -1.609725 -0.010 0.007 -0.012
H -4.819293 -0.918538 1.235864 -0.028 0.020 -0.056
H 0.074614 -6.609874 2.185319 0.013 -0.051 -0.030
H -3.057084 -0.300838 -0.440957 0.007 0.012 0.014
H -3.605879 -1.782467 3.374683 0.004 -0.010 0.066
H -1.162748 -1.714574 2.974044 0.033 0.048 0.008
H -1.280677 -5.239930 -0.139564 -0.048 0.011 0.006
H -2.356251 0.810661 0.739703 0.049 -0.027 -0.055
H -2.844799 3.432008 -2.793228 0.005 -0.024 0.049
H -0.898466 0.532123 -1.881904 0.049 0.002 0.002
H -2.496132 -3.022543 -4.639713 -0.010 -0.041 -0.022
H 0.926803 -3.926435 -0.410699 0.032 0.053 0.012
H -3.441904 -1.725246 -2.930388 -0.033 0.009 0.027
H 0.339042 0.792360 -3.119752 -0.047 -0.043 0.081
H -2.019848 -6.014168 1.265401 0.000 -0.031 -0.070
H -0.136179 5.401818 -1.394630 0.029 0.030 0.006
H 1.936944 4.191216 -1.737758 0.061 -0.034 0.060
H 0.231821 2.708421 -4.534514 -0.015 0.006 0.013
H 1.742994 -2.962549 0.818064 0.034 -0.061 -0.179
H 1.526694 0.865648 3.824660 0.032 0.072 0.073
H -1.376676 5.342749 -2.672473 0.030 0.005 0.030
H -1.182471 3.787963 -4.443693 0.045 -0.012 -0.017
H 3.051212 1.310729 3.025657 0.005 0.051 -0.041
H -2.298744 -3.594329 1.495041 0.003 -0.030 0.056
H -2.620769 -3.944204 -1.023210 -0.043 0.036 0.075
H -4.939316 0.307074 3.387413 0.016 0.067 0.011
H -2.838675 -0.598801 4.451983 0.003 -0.043 0.008
H -1.199286 2.417322 0.276283 0.046 0.031 -0.023
H 0.437431 -6.717255 0.467839 0.006 -0.024 0.016
H -3.505455 1.242629 2.944582 -0.010 0.009 0.045
H 3.105218 0.409068 4.553849 -0.043 0.073 0.058
H -4.822054 0.828101 0.911323 -0.026 -0.035 -0.016
H 0.285102 -1.955038 -2.174687 0.010 0.015 -0.041
H -0.150209 3.832801 0.339818 0.116 0.009 0.105
H -1.247294 0.019587 2.643614 0.048 -0.059 -0.054
H 2.495224 -2.226796 4.755375 -0.103 -0.024 0.120
H -2.716476 -4.541029 -3.774614 -0.023 0.012 -0.031
H -1.071162 -1.289569 -3.071111 0.033 -0.033 0.014
H -0.256709 -3.470224 -4.003103 0.012 -0.036 0.012
```
Forces are in eV/Å.


Number 2 is which compound?
C29H48F5GaN7P2S2SbSe4


What is the formula in the first record?
C29H48Br16F10IN2S2